1.
The following is a DFT calculation (ωB97M-V/def2-TZVPD) of a cluster of 2 separate species, C3H5ClNOP in total.

Properties
maximum force = 2.204 eV/Å
HOMO energy (alpha / beta) = -7.3540 / -6.9451 eV
energy above the lowest of the compared OMol25 structures with the same formula, charge and spin = 3.165 eV
gap between HOMO and LUMO (alpha / beta) = 7.82 / 6.52 eV
LUMO (alpha / beta) = 0.5 / -0.4 eV

```
! wB97M-V def2-TZVPD RIJCOSX def2/J DEFGRID3
* xyz 0 1
C 1.040 1.277 2.415
C -0.913 -1.644 -0.698
C 0.191 -0.717 -0.901
N 0.211 0.882 3.073
O 0.205 0.546 -0.909
P -0.898 1.808 -1.077
Cl 0.474 3.277 -1.051
H -0.681 -2.549 -1.345
H -0.768 -1.972 0.430
H -1.968 -1.219 -0.902
H 1.162 -1.138 -0.906
H 1.942 1.450 1.872
*
```

---

2.
The following is a DFT calculation (ωB97M-V/def2-TZVPD) of the ion C10H15N2 with charge +1.

Properties
maximum force = 3.849 eV/Å
HOMO energy = -13.3049 eV
energy above the lowest of the compared OMol25 structures with the same formula, charge and spin = 4.905 eV
gap between HOMO and LUMO = 8.64 eV
LUMO = -4.7 eV

```
! wB97M-V def2-TZVPD RIJCOSX def2/J DEFGRID3
* xyz 1 1
C 0.374 -1.879 1.298
C -0.653 -1.474 0.148
C 1.623 -1.946 -2.030
C -0.035 -0.748 -0.973
C 1.122 -0.963 1.810
C 1.106 0.485 1.365
C -0.258 0.969 0.826
C -0.987 -0.033 -0.195
C -0.160 2.306 0.054
C -2.359 0.396 -0.461
N 1.019 -0.676 -1.703
N 0.911 -2.849 -1.627
H 0.419 -2.824 1.722
H -1.377 -2.263 -0.120
H 2.554 -1.854 -2.573
H 1.715 -1.109 2.663
H 1.343 0.187 -2.192
H 1.568 1.221 2.065
H 1.956 0.554 0.528
H -0.836 1.006 1.672
H 0.532 3.009 0.565
H -1.163 2.798 0.055
H 0.183 2.132 -0.927
H -2.777 1.107 -1.247
H -2.796 0.892 0.412
H -2.952 -0.443 -0.641
H 1.319 -3.760 -1.712
*
```

---

3.
The following is a DFT calculation (ωB97M-V/def2-TZVPD) of a structure of composition C17H13Cl3CsGeN4O4Se.

Properties
⟨S²⟩ = 0.754
maximum force = 2.489 eV/Å
HOMO energy (alpha / beta) = -1.4232 / -1.9373 eV
energy above the lowest of the compared OMol25 structures with the same formula, charge and spin = 0.643 eV
gap between HOMO and LUMO (alpha / beta) = 5.41 / 5.91 eV
LUMO (alpha / beta) = 4.0 / 4.0 eV

```
! wB97M-V def2-TZVPD RIJCOSX def2/J DEFGRID3
* xyz -2 2
Cs 1.553 0.580 0.482
C 1.232 -2.744 -4.250
C 0.347 -3.412 -3.414
C -0.322 -2.733 -2.410
C -0.130 -1.356 -2.228
C 0.760 -0.694 -3.082
C 1.440 -1.383 -4.071
N -0.695 -0.677 -1.156
C -1.992 -0.595 -1.005
C -2.939 -0.994 -2.023
C -4.284 -0.849 -1.876
C -4.847 -0.308 -0.696
C -3.997 0.075 0.305
C -2.595 -0.052 0.201
N -1.771 0.310 1.223
N -2.318 0.770 2.277
C -1.436 1.124 3.300
C -2.042 1.687 4.438
C -1.248 2.071 5.498
C 0.127 1.890 5.404
C 0.633 1.326 4.243
N -0.115 0.943 3.215
H 1.782 -3.286 -5.010
H 0.199 -4.481 -3.526
H -0.981 -3.261 -1.731
H 0.951 0.361 -2.922
H 2.164 -0.854 -4.677
H -2.541 -1.393 -2.947
H -4.935 -1.147 -2.693
H -5.920 -0.198 -0.595
H -4.384 0.494 1.224
H -3.116 1.805 4.440
H -1.690 2.511 6.384
H 0.800 2.180 6.201
H 1.703 1.177 4.128
Cl 3.580 -1.795 -0.782
Ge 4.662 0.380 -1.119
Cl 6.749 -0.317 -0.741
Cl 4.669 0.660 -3.425
O 5.063 3.376 1.762
Se 4.171 2.516 0.766
O 2.718 3.129 0.425
O 4.011 0.919 1.177
O 4.985 2.243 -0.713
*
```

---

4.
The following is a DFT calculation (ωB97M-V/def2-TZVPD) of a structure of composition C28H39CdN5O11P2S2.

Properties
maximum force = 0.570 eV/Å
HOMO energy = -2.1967 eV
energy above the lowest of the compared OMol25 structures with the same formula, charge and spin = 1.051 eV
gap between HOMO and LUMO = 6.20 eV
LUMO = 4.0 eV

```
! wB97M-V def2-TZVPD RIJCOSX def2/J DEFGRID3
* xyz -2 1
Cd 1.680 0.711 0.328
C -3.408 5.495 -0.186
C -2.475 4.454 0.404
C -2.275 4.581 1.897
O -3.083 3.149 0.126
P -2.089 1.997 -0.335
O -0.747 2.084 0.248
C -2.988 0.506 0.144
P -1.788 -0.741 0.708
O -0.768 -0.936 -0.333
O -1.172 -0.266 2.044
C -1.594 -0.089 3.407
C -1.757 -1.443 4.068
C -2.829 0.780 3.493
O -2.674 -1.990 1.121
C -3.155 -3.066 0.298
C -4.673 -3.006 0.333
C -2.605 -3.059 -1.114
O -2.112 2.073 -1.921
C -0.906 1.647 -2.652
C 0.064 2.802 -2.768
C -1.387 1.133 -3.991
H -2.978 6.489 -0.056
H -4.375 5.468 0.317
H -3.562 5.316 -1.249
H -1.501 4.493 -0.091
H -3.236 4.477 2.409
H -1.853 5.559 2.127
H -1.568 3.843 2.271
H -3.516 0.104 -0.721
H -3.711 0.746 0.920
H -0.749 0.463 3.832
H -2.651 -1.955 3.705
H -1.840 -1.306 5.148
H -0.896 -2.069 3.845
H -3.698 0.281 3.053
H -2.657 1.737 3.003
H -3.050 0.975 4.543
H -2.790 -3.961 0.809
H -5.035 -2.106 -0.167
H -5.031 -2.997 1.361
H -5.095 -3.874 -0.176
H -2.914 -2.171 -1.667
H -2.998 -3.936 -1.633
H -1.520 -3.098 -1.106
H -0.453 0.829 -2.091
H -0.407 3.643 -3.283
H 0.931 2.474 -3.343
H 0.423 3.120 -1.790
H -1.783 1.943 -4.604
H -2.162 0.381 -3.856
H -0.548 0.673 -4.510
O 0.088 2.766 3.432
C 0.842 2.394 2.531
O 1.326 1.203 2.446
C 1.272 3.412 1.393
O 0.989 4.598 1.559
O 1.887 2.918 0.398
S 1.908 -0.586 -1.845
C 3.608 -0.398 -2.193
C 4.006 -0.562 -3.518
C 5.335 -0.510 -3.919
C 5.669 -0.709 -5.291
N 5.918 -0.876 -6.404
C 6.323 -0.264 -2.948
C 5.943 -0.079 -1.627
C 4.611 -0.145 -1.202
S 4.280 0.075 0.479
C 7.706 -0.208 -3.298
N 8.827 -0.161 -3.562
H 3.243 -0.748 -4.263
H 6.704 0.118 -0.884
C 1.462 -5.052 -0.739
N 1.807 -4.199 0.375
C 3.086 -3.830 0.615
C 3.390 -2.965 1.600
C 2.281 -2.358 2.277
N 1.035 -2.759 2.091
C 0.754 -3.724 1.185
O -0.361 -4.203 1.007
N 2.511 -1.329 3.125
H 2.379 -5.354 -1.244
H 0.827 -4.508 -1.439
H 0.918 -5.930 -0.389
H 3.834 -4.247 -0.047
H 4.396 -2.610 1.740
H 3.408 -0.874 3.032
H 1.752 -0.651 3.207
*
```

---

5.
The following is a DFT calculation (ωB97M-V/def2-TZVPD) of a cluster of 2 separate species, C24H50BBrClF5N5O6S in total.

Properties
maximum force = 1.268 eV/Å
HOMO energy = -6.3140 eV
gap between HOMO and LUMO = 7.97 eV
LUMO = 1.7 eV

```
! wB97M-V def2-TZVPD RIJCOSX def2/J DEFGRID3
* xyz -1 1
C -3.089 -3.447 -3.847
O -3.356 -2.448 -2.885
C -3.667 -1.183 -3.425
C -2.452 -0.468 -3.992
C -2.794 0.904 -4.560
C -3.288 1.933 -3.523
C -2.580 1.834 -2.178
C -1.070 2.105 -2.256
C -0.567 3.063 -1.186
C -0.583 2.367 0.193
C 0.713 1.581 0.364
C 0.803 0.654 1.573
C 0.628 1.533 2.847
C 1.042 1.111 4.299
N 1.743 -0.175 4.401
N 1.870 2.126 4.944
N -0.203 1.113 5.074
O 1.944 -0.206 1.519
C 3.192 0.165 1.178
Cl 3.789 1.723 1.843
Br 4.357 -1.252 1.981
C 3.479 0.172 -0.307
C 3.191 -1.161 -1.008
C 2.607 -0.934 -2.410
C 3.687 -0.707 -3.482
S 4.113 -2.191 -4.369
O 3.029 -3.111 -4.385
O 4.679 -1.807 -5.616
O 5.237 -2.836 -3.443
C -0.391 -0.334 1.469
C -0.659 -0.901 0.073
O 0.508 -1.322 -0.616
C 0.208 -2.355 -1.530
N -0.313 -1.390 2.463
F 0.359 -2.498 1.939
C -1.543 -1.844 3.078
C -2.337 -2.906 2.320
C -3.655 -2.473 1.748
N -1.964 -4.107 2.173
H -2.020 -3.535 -4.034
H -3.473 -4.388 -3.468
H -3.591 -3.230 -4.792
H -4.421 -1.271 -4.212
H -4.091 -0.607 -2.607
H -2.078 -1.078 -4.815
H -1.662 -0.413 -3.249
H -3.586 0.763 -5.296
H -1.937 1.310 -5.089
H -3.134 2.931 -3.926
H -4.353 1.780 -3.358
H -3.019 2.564 -1.499
H -2.787 0.859 -1.744
H -0.501 1.177 -2.199
H -0.854 2.510 -3.246
H 0.473 3.282 -1.425
H -1.157 3.974 -1.173
H -1.464 1.734 0.212
H -0.641 3.138 0.954
H 0.920 1.011 -0.543
H 1.503 2.329 0.432
H 1.125 2.479 2.669
H -0.427 1.786 2.877
H 2.667 -0.002 4.770
H 1.272 -0.777 5.057
H 1.277 2.870 5.303
H 2.531 2.527 4.299
H 0.007 0.846 6.030
H -0.826 0.413 4.690
H 4.540 0.395 -0.373
H 2.968 1.006 -0.779
H 2.533 -1.790 -0.422
H 4.143 -1.668 -1.140
H 1.959 -0.062 -2.400
H 2.000 -1.778 -2.724
H 4.596 -0.361 -2.991
H 3.389 0.035 -4.210
H 5.487 -2.213 -2.752
H -1.283 0.226 1.728
H -1.193 -0.189 -0.563
H -1.329 -1.754 0.193
H -0.658 -2.093 -2.145
H 1.058 -2.496 -2.189
H -0.024 -3.280 -1.001
H -1.298 -2.260 4.058
H -2.186 -0.989 3.253
H -4.167 -3.345 1.360
H -4.268 -2.073 2.555
H -3.531 -1.722 0.973
H -1.062 -4.253 2.627
B 1.186 5.075 7.182
F 0.339 4.519 6.189
F 0.671 6.319 7.583
F 1.243 4.202 8.279
F 2.471 5.242 6.632
*
```

---

6.
The following is a DFT calculation (ωB97M-V/def2-TZVPD) of a cluster of 5 separate species, C14H22Br2NO12 in total.

Properties
maximum force = 2.484 eV/Å
HOMO energy = -4.7409 eV
energy above the lowest of the compared OMol25 structures with the same formula, charge and spin = 1.895 eV
gap between HOMO and LUMO = 7.02 eV
LUMO = 2.3 eV

```
! wB97M-V def2-TZVPD RIJCOSX def2/J DEFGRID3
* xyz -1 1
N 17.028 -2.238 0.738
O 15.893 -2.176 0.198
O 18.045 -2.443 0.044
O 17.136 -2.276 1.995
Br 13.911 -0.628 4.037
C 13.871 -1.318 2.203
C 12.527 -1.078 1.554
Br 11.086 -1.863 2.661
H 14.260 -2.334 2.166
H 14.700 -0.803 1.718
H 12.672 -1.427 0.531
H 12.353 -0.005 1.583
C 18.073 4.511 0.527
C 18.660 3.379 1.336
C 17.576 2.670 2.169
O 17.989 1.321 2.155
C 18.818 1.131 1.136
O 19.222 0.078 0.775
O 19.224 2.324 0.594
H 17.563 5.218 1.183
H 17.406 4.012 -0.176
H 18.871 5.120 0.099
H 19.347 3.801 2.082
H 16.571 2.789 1.749
H 17.531 3.137 3.153
C 16.326 -5.112 2.913
C 15.290 -5.963 2.211
C 13.858 -5.422 2.515
O 13.352 -5.389 1.148
C 14.355 -5.289 0.248
O 14.199 -5.056 -0.899
O 15.492 -5.666 0.829
H 16.150 -4.061 2.685
H 17.327 -5.359 2.563
H 16.248 -5.325 3.985
H 15.485 -7.003 2.479
H 13.849 -4.384 2.842
H 13.188 -6.061 3.079
C 15.562 1.452 -0.998
C 14.488 0.392 -1.411
C 13.366 0.968 -2.306
O 13.152 -0.108 -3.226
C 14.223 -0.922 -3.199
O 14.453 -1.753 -4.035
O 15.009 -0.657 -2.184
H 15.423 2.329 -1.640
H 16.547 1.101 -1.299
H 15.356 1.748 0.026
H 14.028 0.069 -0.478
H 13.807 1.834 -2.805
H 12.484 1.259 -1.745
*
```

---

7.
The following is a DFT calculation (ωB97M-V/def2-TZVPD) of a structure of composition C23H27CaO7P.

Properties
maximum force = 4.690 eV/Å
HOMO energy = -12.3824 eV
energy above the lowest of the compared OMol25 structures with the same formula, charge and spin = 11.088 eV
gap between HOMO and LUMO = 3.01 eV
LUMO = -9.4 eV

```
! wB97M-V def2-TZVPD RIJCOSX def2/J DEFGRID3
* xyz 2 1
C 1.721 -4.225 2.170
C 3.026 -3.944 1.228
C 2.549 -2.887 0.117
C 3.694 -2.428 -0.905
O 3.215 -1.834 -2.145
C 2.117 -0.962 -1.939
C 0.619 -1.417 -2.113
C -0.596 -0.504 -1.854
C -0.370 0.964 -1.391
C 1.085 1.461 -1.254
C 2.338 0.543 -1.517
C 3.850 1.105 -1.364
C 3.949 2.410 -0.432
C 3.493 2.186 1.094
C 4.330 3.276 1.975
C 3.818 0.720 1.678
C -1.670 1.832 -1.095
O -1.634 3.087 -0.991
C -3.089 1.093 -0.871
C -4.294 1.764 -0.165
C -5.686 1.060 0.029
P -7.118 1.923 0.893
O -7.483 1.048 2.163
O -6.587 3.484 1.340
O -8.546 1.967 -0.045
C -5.935 -0.389 -0.500
C -4.709 -1.075 -1.195
O -4.944 -2.410 -1.665
C -3.329 -0.385 -1.374
C -2.065 -1.094 -2.069
O -2.222 -2.117 -2.795
H 1.568 -5.331 2.399
H 0.787 -3.887 1.572
H 1.720 -3.559 3.112
H 3.804 -3.415 1.896
H 3.456 -4.918 0.794
H 2.085 -1.991 0.663
H 1.735 -3.420 -0.511
H 4.263 -3.390 -1.205
H 4.468 -1.759 -0.383
H 0.446 -2.503 -2.422
H 1.267 2.538 -0.917
H 4.255 1.421 -2.403
H 4.525 0.257 -1.014
H 5.044 2.785 -0.423
H 3.270 3.222 -0.894
H 2.375 2.452 1.179
H 3.846 3.355 3.004
H 5.418 2.941 2.053
H 4.325 4.315 1.467
H 2.861 0.077 1.681
H 4.099 0.856 2.785
H 4.696 0.214 1.153
H -4.230 2.830 0.266
H -6.637 3.999 0.491
H -8.304 2.047 -1.000
H -6.956 -0.895 -0.385
H -4.347 -3.022 -1.175
Ca -9.367 0.528 3.210
*
```

---

8.
The following is a DFT calculation (ωB97M-V/def2-TZVPD) of a cluster of 2 separate species, C14H16 in total.

Properties
maximum force = 6.707 eV/Å
HOMO energy = -8.7562 eV
energy above the lowest of the compared OMol25 structures with the same formula, charge and spin = 3.762 eV
gap between HOMO and LUMO = 9.68 eV
LUMO = 0.9 eV

```
! wB97M-V def2-TZVPD RIJCOSX def2/J DEFGRID3
* xyz 0 1
C -1.947 -2.419 3.670
C -1.465 -2.864 -0.100
C -1.428 -1.640 -0.639
C -1.811 -3.042 1.235
C -1.968 -2.165 2.285
C -1.929 -0.723 0.270
C -2.101 -0.872 1.627
H -0.993 -3.797 -0.480
H -0.909 -1.364 -1.449
H -1.598 -4.081 1.678
H -2.345 0.117 -0.217
H -1.570 -3.435 4.067
H -2.896 -2.199 4.252
H -2.345 0.009 2.135
H -1.296 -1.577 4.109
C 4.234 2.032 -1.113
C 0.453 2.357 -0.317
C -0.096 1.760 -1.444
C 1.933 2.605 -0.143
C 2.677 2.066 -1.137
C 0.736 1.411 -2.495
C 2.057 1.646 -2.352
H -0.102 2.543 0.489
H -1.175 1.424 -1.367
H 2.325 3.233 0.726
H 0.286 1.180 -3.463
H 4.459 0.877 -1.230
H 4.588 2.307 -0.182
H 2.533 1.446 -3.300
H 4.979 2.418 -1.863
*
```

---

Question: Look up the maximum force of the third one.
Answer: 2.489 eV/Å